Version a
Formula: C3H6NO2S
Source: the Open Molecules 2025 dataset
Level of theory: ωB97M-V/def2-TZVPD

Positions of all 13 atoms, in Å:
H 1.6666 0.2985 1.0548
H 0.5093 1.1935 -1.0240
H -0.7428 0.3188 -1.8162
C -1.0699 0.7171 0.5379
O -1.4326 1.9670 0.7024
C 0.5878 -0.8703 -0.5922
O -2.3726 1.0282 0.2010
N -0.1626 0.4555 -0.8644
H 1.4198 -1.5071 1.4230
H -0.1145 -1.6970 -0.8596
C 1.0027 -0.6655 0.8924
S -0.6107 -0.4318 1.7557
H 1.3196 -0.8068 -1.4110

- SMILES string: C1CSC2([NH2+]1)OO2
- Orbital gap: 10.66 eV
- Multiplicity: 1
- Charge: +1



Version b
Formula: C3H6NO2S
Source: the Open Molecules 2025 dataset
Level of theory: ωB97M-V/def2-TZVPD

Positions of all 13 atoms, in Å:
H 0.3199 -2.0101 0.3321
O -0.4289 0.5895 -2.1707
C 1.2393 -1.5677 0.3783
O -1.7089 -0.7367 -0.1614
H 1.9015 -2.0532 -0.2778
H 1.4677 -1.6764 1.4125
H 1.8220 0.3867 -0.4986
H -2.8376 2.7545 0.5079
C 0.9713 -0.1404 0.0158
C -1.8802 2.3290 0.3439
S -0.4736 0.0360 -0.8799
H 0.6713 0.4817 0.9234
N -1.0638 1.6071 0.0745

- SMILES string: C#[N+]S(=O)(=O)CC
- Orbital gap: 10.80 eV
- Multiplicity: 1
- Charge: +1



Version c
Formula: C3H6NO2S
Source: the Open Molecules 2025 dataset
Level of theory: ωB97M-V/def2-TZVPD

Positions of all 13 atoms, in Å:
C -0.3636 1.0246 -0.6696
H -0.7561 2.0124 -0.8771
H -1.2956 0.8603 1.2586
H -2.2126 -0.1849 -0.2216
C -1.2671 0.1789 0.2780
H -0.4237 -1.1665 1.5183
S 1.2348 1.4477 0.1831
H -0.2381 0.3926 -1.5779
H -0.9843 -1.8258 0.0076
O 2.0351 -1.0308 -0.7786
O 3.0070 -0.6578 0.3395
C 1.9058 0.0264 0.0030
N -0.6415 -1.0771 0.5367

- Orbital gap: 8.54 eV
- Multiplicity: 1
- Charge: +1



Least stable structure: version c



Version a
Formula: C2H8N4O2Rb
Source: the Open Molecules 2025 dataset
Level of theory: ωB97M-V/def2-TZVPD

Positions of all 17 atoms, in Å:
C -2.2834 -20.3834 20.9110
O -1.6582 -21.3876 20.7431
N -1.8130 -19.4095 21.5429
H -0.9156 -19.6282 21.9517
H 3.3097 -23.6739 28.7389
O 1.1508 -24.7647 26.7308
H 3.3450 -23.6114 27.0021
H 0.0504 -24.7161 28.8061
N -3.3343 -20.0380 20.2536
H -2.0090 -18.6106 20.9569
H 1.5918 -24.2416 29.6232
N 2.8479 -23.8286 27.8541
N 1.0071 -24.3926 28.8136
H -3.4880 -19.0578 20.4425
C 1.6359 -24.2949 27.7648
H -3.7239 -20.5753 19.4922
Rb -1.5704 -26.9026 22.1539

- Orbital gap: 7.56 eV
- Multiplicity: 1
- Charge: +1



Version b
Formula: C2H8N4O2Rb
Source: the Open Molecules 2025 dataset
Level of theory: ωB97M-V/def2-TZVPD

Positions of all 17 atoms, in Å:
Rb -0.7578 0.9014 0.3756
H -1.2293 -2.4509 2.0367
N -0.6124 -1.7914 1.5844
H -1.3811 -1.0490 3.7444
H 0.0649 -0.0504 3.9538
C -0.1532 -0.7648 2.1730
H 0.7077 2.4340 -1.0768
O -1.0052 0.8253 -1.6984
H 1.4102 0.2772 -3.5782
H -0.3946 -1.7674 0.5984
N -0.5041 -0.6796 3.4058
N 0.9260 1.7716 -1.8073
H -0.0528 -0.6271 -3.5502
N 0.4616 0.1863 -3.2437
O 0.6431 -0.0055 1.6243
C 0.0773 0.9109 -2.2395
H 1.7997 1.8793 -2.3024

- Orbital gap: 10.43 eV
- Multiplicity: 1
- Charge: +1



Least stable structure: version b



Version a
Formula: C8H8N2O2
Source: the Open Molecules 2025 dataset
Level of theory: ωB97M-V/def2-TZVPD

Positions of all 20 atoms, in Å:
O 2.8907 1.5792 0.1013
C -1.2573 0.5001 -0.0566
C 1.5692 1.4565 0.0245
C 0.4716 2.4056 0.1217
O -0.6864 -1.6898 -0.2148
H -1.5852 2.5913 0.0689
H -2.7949 -0.8773 0.5772
N -0.4640 -0.5192 -0.0880
C -2.8009 0.1476 -0.0359
H 1.9668 -2.6954 -0.5679
H 3.6550 -2.0950 -1.0065
H 0.4608 3.4237 0.3864
H -2.9702 -0.0493 -1.0541
C 1.3429 0.0989 0.0424
N 3.4712 0.3935 0.0561
C 2.8938 -2.0302 -0.2692
H 3.1721 -2.5241 0.5492
C -0.7739 1.8327 0.0775
C 2.5765 -0.5498 0.0045
H -3.2849 1.0142 0.4218

- Orbital gap (spin up / spin down): 8.35 / 8.35 eV
- Multiplicity: 1



Version b
Formula: C8H8N2O2
Source: the Open Molecules 2025 dataset
Level of theory: ωB97M-V/def2-TZVPD

Positions of all 20 atoms, in Å:
C 1.0346 1.7767 0.2147
C -0.3365 2.0733 -0.0405
H 3.1615 -1.8341 -0.8589
C 3.3711 -1.2101 0.0346
C 1.5659 0.4854 -0.1646
H 1.0259 -1.7127 -0.0159
O -2.4813 0.9899 -0.0508
O 2.9466 0.2075 -0.4076
N -1.7808 -1.1915 0.0702
N -4.0423 -0.6631 -0.2332
H -4.5466 -1.4991 0.3633
C -0.6534 -0.3631 0.1120
H 4.4369 -1.0374 0.4173
H -0.5624 3.0710 -0.1127
C 0.7191 -0.6370 -0.0697
H 1.8969 2.4909 0.2646
C -1.0407 0.9336 -0.1063
C -2.8077 -0.3680 -0.0915
H 2.7971 -1.6514 0.9627
H -4.7037 0.1392 -0.2875

- SMILES string: COc1ccc2oc(N)nc2c1
- Orbital gap: 8.49 eV
- Multiplicity: 1



Least stable structure: version a



Version a
Formula: C5H7OP
Source: the Open Molecules 2025 dataset
Level of theory: ωB97M-V/def2-TZVPD

Positions of all 14 atoms, in Å:
H 1.4439 1.2787 -2.1368
P 0.8121 -1.4105 -0.6473
H 1.5621 2.0506 -0.5918
H -0.6375 -2.6202 1.1847
C -0.0706 -1.7213 1.0439
C 0.2724 0.2853 -0.6883
H 0.8033 -1.7391 1.7141
H 0.0134 2.0878 -1.4513
O -0.3155 -0.6959 -1.5891
H -1.4759 -0.5141 2.2118
C -0.9081 0.5516 0.5128
C -0.8586 -0.5045 1.3637
C 0.8920 1.5573 -1.2064
H -1.5329 1.3943 0.2799

- SMILES string: C[C@]12C=CCP1O2
- Orbital gap: 10.10 eV
- Multiplicity: 1



Version b
Formula: C5H7OP
Source: the Open Molecules 2025 dataset
Level of theory: ωB97M-V/def2-TZVPD

Positions of all 14 atoms, in Å:
O -0.4428 1.2564 2.8922
H -0.3169 0.4130 -1.1766
P -1.2918 -0.6141 0.8727
H 1.3614 1.6286 0.1724
C 0.0168 -0.1963 2.2887
C 0.1165 1.0747 1.7841
C 0.3041 1.7633 0.5261
H 0.2716 -1.7244 -0.6970
H -1.1798 -2.7387 -0.2766
H -0.0276 2.8304 0.5420
C -0.3662 -2.0428 0.0209
H -1.6302 1.5379 -0.5144
C -0.7020 0.8330 -0.2571
H 0.2840 -2.6144 0.7039

- Orbital gap: 8.97 eV
- Multiplicity: 1



Least stable structure: version b



Version a
Formula: C5H7OP
Source: the Open Molecules 2025 dataset
Level of theory: ωB97M-V/def2-TZVPD

Positions of all 14 atoms, in Å:
C 0.7761 -0.3303 0.0696
H -3.7855 -0.6850 -1.1680
P -3.7795 -0.1187 0.1052
H 2.7071 0.6788 0.5679
H 0.3614 -2.3606 -0.4003
H 2.0827 -1.9782 -0.2370
C -0.3867 0.2878 -0.2546
C 0.9633 1.9099 0.1186
H 1.2297 2.9464 0.1787
H -3.6847 1.1646 -0.4223
C 1.6733 0.7632 0.2985
H 1.0666 -2.1113 1.1991
O -0.3125 1.6136 -0.2153
C 1.0887 -1.7801 0.1599

- Orbital gap (spin up / spin down): 7.78 / 7.55 eV
- Multiplicity: 1



Version b
Formula: C5H7OP
Source: the Open Molecules 2025 dataset
Level of theory: ωB97M-V/def2-TZVPD

Positions of all 14 atoms, in Å:
H -1.9613 2.2646 -0.4559
H 0.1840 -2.7189 -0.1142
C -0.6609 -0.7255 -0.1640
C 1.7653 -1.1370 -0.0213
H -1.7315 -0.9878 0.0432
P 1.6148 0.6742 0.4439
H 2.3858 -1.2986 -0.9083
O 0.7584 1.0412 -0.9244
C -1.3434 1.7324 0.2866
H 2.0526 -1.7654 0.8198
H -0.8229 2.5427 0.6477
C 0.2983 -1.6116 -0.2279
C -0.4406 0.6947 -0.2910
H -2.0984 1.2950 0.8657

- SMILES string: C[C@]12C=CCP1O2
- Orbital gap: 7.28 eV
- Multiplicity: 1



Least stable structure: version a



Version a
Formula: C3H6N3P
Source: the Open Molecules 2025 dataset
Level of theory: ωB97M-V/def2-TZVPD

Positions of all 13 atoms, in Å:
N -0.5242 0.8652 0.4014
H 1.7772 0.1151 1.7138
C -2.1022 -0.6339 -0.2212
C -1.7858 0.7417 0.0859
P 1.7936 -0.5049 0.3348
N 2.4620 0.6918 -0.6349
N 0.0601 -0.4110 0.2929
H 3.3122 0.5445 -1.2047
H -2.4819 1.5117 0.2395
C -0.8738 -1.2764 -0.1886
H -3.0572 -1.0638 -0.3478
H -0.9725 -2.3180 0.0394
H 2.3927 1.7382 -0.5104

- SMILES string: NPn1cccn1
- Orbital gap: 10.33 eV
- Multiplicity: 1



Version b
Formula: C3H6N3P
Source: the Open Molecules 2025 dataset
Level of theory: ωB97M-V/def2-TZVPD

Positions of all 13 atoms, in Å:
N -0.9945 0.7215 -0.5233
H -2.5614 -1.1072 -2.5934
P 1.4477 -0.5255 1.6011
C 1.5877 1.3046 1.6864
H 1.9743 -0.8013 0.3886
C -1.9419 -0.7032 -1.8504
H 0.6531 1.6479 1.6505
H 1.9687 1.6319 2.6073
H -0.9799 -2.5145 -1.0710
N -1.8035 0.6212 -1.4706
N -0.5164 -0.5099 -0.2609
C -1.1033 -1.4261 -1.0350
H 2.2696 1.6605 0.8708

- Orbital gap (spin up / spin down): 6.36 / 6.36 eV
- Multiplicity: 1



Least stable structure: version b